Record 1
C9H18ClN3S2 in the gas phase at a distorted geometry. Source: OMol25; level of theory: the ωB97M-V functional and the def2-TZVPD basis.

Atoms and positions in Å:
H: -0.7634 -2.4024 1.3196
H: 0.7747 3.6971 -0.5508
N: 1.1929 -2.8402 -0.8236
C: 2.0615 -3.8201 -1.4405
S: -1.3668 1.5097 -0.5887
H: 0.9344 3.2060 2.6738
H: 1.0997 -0.1709 0.0331
H: 0.0011 -4.2173 0.1465
N: -0.8591 -1.0026 -0.2790
S: -3.0184 -0.2507 1.2158
N: -0.4697 3.4419 1.1601
C: 0.4263 -0.5327 -0.7641
C: -0.9936 -2.3434 0.2495
C: 1.1629 -1.5997 -1.5508
C: -0.1293 -3.3404 -0.5039
H: -2.3404 2.5484 1.3650
H: 1.3806 4.3345 0.9952
H: 2.1950 -1.2467 -1.7378
H: 0.6297 -1.6903 -2.5257
H: -0.3435 1.9505 2.6535
H: -0.6886 3.5773 3.2642
Cl: -2.4539 4.0949 -0.5058
H: 2.1529 -4.6924 -0.7911
H: -0.6601 -3.6347 -1.4370
C: -0.1281 3.0204 2.4918
C: 0.4859 4.2004 0.3795
H: 1.7020 -4.1772 -2.4223
C: -1.7349 -0.0421 0.1839
H: -2.0504 -2.6079 0.1315
H: 3.0627 -3.3977 -1.5899
H: 0.2712 0.3165 -1.4671
H: 0.1152 5.1987 0.1220
C: -1.6484 2.9132 0.5932

Computed properties:
* lowest unoccupied orbital energy: 0.444 eV
* highest occupied orbital energy: -8.2824 eV
* SMILES: CN1CCN(C(=S)S[C@H](Cl)N(C)C)CC1
* orbital gap: 8.73 eV

Record 2
A molecular structure, C30H30FIN2O2Pt at a distorted geometry. Source: OMol25; level of theory: the ωB97M-V functional and the def2-TZVPD basis.

Atoms and positions in Å:
C: -1.3060 4.9496 -1.6319
C: 3.2226 -2.4940 2.3484
H: -3.5411 -0.7104 2.9908
C: 0.5873 3.8766 0.1788
H: 0.3815 3.7670 2.9125
H: -2.1955 3.8581 1.5021
C: -1.0674 -0.9097 -4.2047
H: 1.6479 5.6860 -0.1329
H: 2.9670 2.6489 -0.3848
H: -4.8487 3.0288 -1.9402
H: 2.2798 4.2412 1.3609
C: 1.6464 -2.4569 0.5238
C: 2.1927 -1.8578 1.6602
C: -3.7869 1.4261 3.2553
C: -3.4226 2.7224 2.8081
H: 0.8091 -2.0050 0.0037
H: -2.8954 2.0258 -1.0191
C: -2.3348 0.4164 1.6685
C: -2.3075 2.3502 -3.0486
O: 2.4159 0.1089 2.9296
C: -3.1244 -1.2307 -3.0143
H: 3.2611 1.9660 1.2354
C: -2.4277 -1.1978 -4.2125
C: -1.5475 3.6936 -1.1219
C: 2.4967 2.3153 0.5422
C: -3.2510 0.2822 2.6717
H: -2.9308 -1.3913 -5.1517
H: -2.1609 3.1756 -3.7483
H: 1.7048 -4.1346 -0.8188
H: 0.0203 6.6349 -1.7165
C: -2.5073 2.8737 1.8248
C: 1.7402 -0.5230 2.1487
H: 3.5584 -5.2429 0.3893
H: -3.0853 1.6949 -3.4466
Pt: 0.3239 0.3756 -0.3194
H: 1.8548 1.4365 0.2864
H: -4.4978 1.3189 4.0655
H: -3.9745 4.4166 -2.5728
C: 3.7070 -3.7106 1.8882
C: -1.8795 1.7197 1.2113
C: 2.1390 -3.6728 0.0615
C: -0.5028 -0.6476 -2.9799
H: 0.4932 2.0495 2.4796
H: -1.3713 1.7900 -2.9931
H: 4.5172 -4.1930 2.4199
F: -1.8866 -0.6678 1.0786
O: 0.5590 -0.0489 1.6747
C: -2.7107 2.8836 -1.6650
H: -4.2047 4.2402 -0.8273
H: -3.8652 3.5953 3.2691
C: 1.0421 2.9830 2.5277
C: -4.0063 3.6962 -1.7537
H: 3.6477 -2.0226 3.2243
C: 3.1715 -4.2961 0.7449
C: -0.1605 5.6568 -1.2879
C: 0.7682 5.1126 -0.3984
H: -0.4801 -0.8793 -5.1126
H: -2.0118 5.3853 -2.3289
N: -0.8882 1.8934 0.3519
C: -0.5998 3.1507 -0.1847
I: 1.4990 -0.0909 -2.7440
C: 1.6227 3.3925 1.1687
H: -4.1801 -1.4620 -2.9897
H: 1.8491 2.8296 3.2410
C: -2.4546 -0.9668 -1.8348
H: -2.9613 -1.0066 -0.8815
N: -1.1487 -0.6592 -1.8136

Computed properties:
* lowest unoccupied orbital energy (alpha / beta): -9.810 / -9.802 eV
* highest occupied orbital energy (alpha / beta): -13.8791 / -13.8795 eV
* net charge: +2
* orbital gap (alpha / beta): 4.07 / 4.08 eV

Record 3
A molecular structure, C29H44MoN2O3Se at a distorted geometry. Source: OMol25; level of theory: the ωB97M-V functional and the def2-TZVPD basis.

Atoms and positions in Å:
H: -0.4829 4.5104 -1.0741
C: 2.5199 -1.8889 3.9384
C: 0.4181 -2.1924 0.2783
H: -4.3606 2.7552 2.7144
H: 4.1698 -2.3071 0.1344
C: 4.1243 -1.2412 -2.4543
H: -1.2538 1.2218 4.2108
C: 1.0294 -2.3659 -0.9611
H: -3.0411 4.4208 -1.2660
H: 4.9653 -3.3118 1.9389
H: 1.8795 -0.9998 3.9281
O: 0.1755 -2.4542 -2.0635
H: 4.8167 -0.5911 3.4423
H: 3.4972 -0.3459 -2.4931
C: 3.3632 -2.0013 2.6674
H: -2.2955 2.3837 5.0309
H: -1.1377 4.2475 4.0116
H: -1.0451 4.4699 2.2648
H: 4.7114 -1.2858 -3.3749
H: 1.8334 -3.5523 -3.6284
H: 4.8221 -1.1317 -1.6215
Mo: -1.5389 -1.8698 -2.2082
C: 4.2254 -0.7344 2.5342
C: -1.9884 1.9301 1.6027
C: -1.5172 2.2099 -3.4369
Se: -1.5128 -1.9900 0.2667
C: -3.5300 3.4545 2.8491
C: -2.1906 1.7833 4.1256
C: 2.4150 -2.3949 -1.0490
C: -1.0405 3.7192 3.0594
H: 0.5682 -1.9756 2.3989
H: 4.9198 -0.8026 1.6924
C: 2.4518 -2.6536 -3.6222
H: 4.8663 -3.1723 3.6938
H: -4.3725 0.4607 -2.0050
N: -5.0867 -0.2488 -2.0515
C: -2.9359 3.7589 -2.1268
H: -2.3161 1.4770 -3.5736
C: 4.2711 -3.2352 2.7800
H: -1.9657 3.6898 0.4184
H: -1.6156 2.9431 -4.2385
C: -4.7413 -1.5000 -2.2595
C: -1.9221 0.5408 1.5505
H: 3.6814 -4.1549 2.8224
C: -1.6570 2.0228 -0.8590
C: -1.4909 0.6423 -0.8527
C: 3.2620 -2.5128 -2.3302
H: 3.1536 -2.7318 -4.4539
H: -2.0526 -0.0631 2.4399
H: 4.7649 -3.8566 -3.1180
C: -1.6713 -0.0605 0.3350
H: 3.1830 -1.8000 4.8004
H: 1.8963 -2.7757 4.0947
C: -1.8763 2.6102 0.3933
O: -1.1029 -0.0778 -1.9879
O: -3.4879 -1.7797 -2.3896
H: -3.6950 4.0004 3.7818
C: -2.1871 2.7080 2.9070
H: -0.4092 4.5751 -2.8361
H: -6.6216 -2.2839 -2.2409
H: -2.9609 4.3811 -3.0238
C: -0.4298 3.8991 -1.9779
C: 2.4935 -2.1333 1.4188
N: -5.6333 -2.4651 -2.3251
H: -5.3424 -3.4021 -2.5444
H: -0.5586 1.7092 -3.5617
H: 1.8269 -1.7826 -3.8092
H: -3.5551 4.1796 2.0309
C: 4.1684 -3.7506 -2.2092
C: 3.0885 -2.2782 0.1700
H: -0.0693 3.2155 3.0493
H: 0.5115 3.3439 -1.9584
H: 3.5757 -4.6610 -2.0837
H: -3.0281 1.0781 4.1058
C: -1.6267 2.9440 -2.0959
H: 4.8606 -3.6778 -1.3685
H: -3.8135 3.1014 -2.1493
H: 3.6001 0.1514 2.3911
C: 1.1009 -2.0892 1.4637
H: -6.0502 0.0446 -2.0530

Computed properties:
* lowest unoccupied orbital energy (alpha / beta): -7.382 / -7.621 eV
* highest occupied orbital energy (alpha / beta): -14.0945 / -14.1449 eV
* multiplicity: 3
* net charge: +2
* orbital gap (alpha / beta): 6.71 / 6.52 eV

Record 4
16 unconnected molecules or ions with the total composition C43H84Cl3F12N13O17S4 at a distorted geometry. Source: OMol25; level of theory: the ωB97M-V functional and the def2-TZVPD basis.

Atoms and positions in Å:
H: 3.9329 -3.9847 -4.9442
O: 3.0185 -0.2603 4.2362
N: -5.1398 1.7930 1.1556
N: 3.1272 4.1766 1.0597
H: -2.8919 1.9086 5.8324
H: 5.1528 4.6401 0.8826
H: -1.4374 -3.0414 -1.0702
F: 1.3452 -3.9087 0.5651
H: -0.5741 1.5736 -4.1659
H: 0.9052 -1.7101 -2.6240
H: 9.5764 -1.9407 -3.7799
H: 3.9357 4.7776 2.9529
O: 4.5514 -1.4286 -0.9286
H: -5.1569 0.7683 3.0778
O: -1.8030 7.0654 1.7693
N: -0.7426 1.3336 5.1312
N: -2.4080 1.3401 -3.0377
S: -0.3839 6.9011 1.9833
O: 0.3514 8.1781 1.7690
C: 0.4959 -2.1872 -3.5145
O: -4.5799 -5.3358 0.9626
C: 0.1858 5.5216 -3.1497
H: -6.0973 -0.0748 1.8730
O: 3.8414 1.5233 2.6778
C: -2.8150 2.7530 -2.9899
C: -4.8559 -5.1293 2.1212
N: 4.8564 -0.5679 1.3889
C: 8.1061 -4.0224 -4.4638
H: -0.6985 -1.3802 3.6385
Cl: -3.5688 6.1147 -2.0791
F: -0.8874 7.0282 4.6354
N: -5.4084 -3.0557 -1.6670
H: -2.7611 1.1420 4.2004
C: -6.4474 -3.6044 -2.5816
C: 4.1114 3.5422 -0.8132
H: -3.9226 -4.6420 -2.0492
H: 4.5677 -2.6920 1.4858
H: -6.1607 -3.9399 3.2584
H: -2.3866 -5.9642 2.1275
C: 4.4050 -4.5340 -4.1297
N: -0.9056 6.4905 -3.7325
H: -4.2639 1.4130 0.8262
F: 3.6163 1.4461 6.5304
H: -6.3721 -1.4608 -0.5219
H: 3.4075 0.7526 -1.6585
H: 2.4297 4.1097 2.9453
H: -6.7944 -4.4989 1.6911
C: -3.5978 3.8246 1.2231
F: 1.1089 0.3457 0.6489
H: -0.1358 -3.0388 -3.2622
H: 3.2303 -3.1874 -2.9610
O: 1.0058 4.9455 -3.8857
H: 4.3533 -5.6097 -4.2983
C: 0.0352 5.3304 -1.6594
H: -6.6822 -5.6954 2.9468
H: -7.6228 -4.3854 -1.0246
C: 2.0840 2.3311 -1.8394
C: -2.2580 1.7371 4.9625
F: 1.0926 6.4300 4.2121
O: 2.1661 -3.9180 3.5640
H: -3.4709 4.8485 1.5747
C: -1.2593 0.9162 -3.6514
H: -8.1695 -4.7500 -2.6209
F: -0.2717 4.9877 4.0420
F: 3.4689 3.3115 5.4903
H: -2.0533 -4.5994 -0.7973
O: -2.6487 0.8283 0.6087
H: -1.9675 -5.7981 3.8817
F: 5.2356 2.0557 5.2319
H: -2.4047 -1.9729 -2.7197
C: 6.3536 -3.1107 -3.3914
C: -4.2371 -3.7608 -1.5098
C: -2.1219 -3.5808 -0.4155
C: 3.9250 2.0557 5.3814
H: -1.7353 6.5138 -3.1570
H: -2.1801 2.7185 4.4945
C: 2.2463 3.4354 0.3631
H: 5.6315 -0.5042 2.0333
C: -3.0471 0.2353 -2.5654
O: 0.1808 5.7855 1.2181
O: -1.0532 2.4312 -0.2002
H: 0.4451 -0.5293 -4.8434
H: -1.1504 5.2812 -5.7175
H: 6.8248 -5.5028 -5.5298
C: -5.5134 -2.1007 -0.6616
O: -0.9507 1.6490 2.1226
N: 7.6904 -2.9880 -3.7052
H: -3.1945 -6.9641 3.4875
N: -3.4052 -3.0978 -0.7049
H: -3.8225 2.6584 -2.5847
H: -7.0888 -2.7316 -2.7037
F: -0.0330 -0.2865 -1.0831
H: 1.2065 3.2862 0.6139
H: 0.8402 5.7684 -1.0694
C: -0.1239 6.2761 3.8489
H: 5.5369 1.4073 -0.7458
H: -3.3110 3.7180 0.1770
C: 6.9335 -4.7267 -4.7866
F: 3.0733 -5.0887 0.9224
H: 1.8578 3.0456 -2.6309
N: 5.8165 -4.1788 -4.1157
C: -0.0466 -1.1087 4.4687
H: 3.0388 -1.7353 1.7361
S: 3.0708 1.1846 3.8900
F: 1.1333 -6.1104 0.5598
H: -0.3701 1.7952 5.9487
C: 2.8865 1.2334 -2.4864
C: -5.8274 0.9185 2.2317
Cl: -3.5475 -1.7781 3.3908
H: -2.2375 3.3167 -2.2572
C: 8.5696 -1.8521 -3.3717
C: -0.2762 -1.2354 -4.4322
C: -0.0799 -0.0969 0.2721
C: 3.0481 4.7541 2.3205
H: 6.4075 0.2523 -1.7524
H: 2.6003 -4.6996 -2.9546
H: -0.5364 7.4101 -3.5370
C: -6.2176 -4.7838 2.5709
H: 1.2728 -2.6996 -4.0818
H: -3.3827 -4.0305 3.2417
H: 9.0670 -4.0731 -4.9543
H: 1.1179 2.0422 -1.4257
F: -0.4124 -1.2688 0.9320
C: -7.2715 -4.7088 -2.0045
C: 4.3170 4.1290 0.4281
H: -5.8123 1.7301 0.4047
H: 0.8053 -0.6114 4.0048
C: 5.1847 -0.6645 -0.1585
H: -0.7826 -1.7639 -5.2400
H: 5.7077 -2.4122 -2.8801
Cl: -6.8809 1.1984 -1.5216
H: -6.7137 -5.6451 -2.0211
O: -0.1158 -4.7645 3.1221
H: 4.7146 3.5597 -1.7088
C: 4.1126 -1.7982 1.9125
N: -3.7944 -4.9525 3.2188
H: 4.3912 0.2606 1.7313
C: -4.9471 3.3070 1.5161
O: -5.7881 4.0403 2.1005
S: -1.2862 1.3109 0.7234
C: 3.5757 -4.2184 -2.8843
C: -0.9863 6.2802 -5.3136
C: 1.7588 -5.0447 1.0959
H: -6.7258 1.4281 2.5799
H: 2.2359 0.4604 -2.8954
H: -3.9308 0.3098 -1.9490
C: -0.6544 -0.1557 5.4367
H: 8.1304 -0.9972 -3.8858
H: 0.0348 4.2633 -1.4372
N: 2.8338 2.9352 -0.7738
H: 0.3872 -1.9634 4.9877
C: 6.0585 0.4503 -0.7389
H: -1.7750 -3.5215 0.6161
H: -0.1699 1.6041 4.3445
H: -3.0005 3.2742 1.9501
O: 1.8618 -6.2136 3.6585
H: 4.3918 -1.8431 2.9652
H: -5.9140 -3.8455 -3.5012
H: 2.4877 5.6850 2.2337
H: -3.8674 -1.4559 0.6446
C: -2.7462 -6.0281 3.1544
H: 3.9734 -4.6078 -1.9471
H: 3.6307 1.5150 -3.2315
H: -2.8223 3.2699 -3.9495
N: -1.3163 -0.4696 -3.7136
H: 6.9058 0.5215 -0.0569
H: -4.2764 -4.8859 4.1038
S: 1.3514 -4.9896 3.0305
H: 8.6259 -1.6715 -2.2982
O: 1.7531 1.7600 3.8472
H: -0.8731 5.6623 -1.1565
H: -0.0073 6.5410 -5.7158
O: -1.0574 -0.5851 6.5207
H: -1.7482 6.9277 -5.7476
C: -2.3199 -0.9053 -2.8590
C: -4.2137 -2.1165 -0.1365

Computed properties:
* lowest unoccupied orbital energy: -5.598 eV
* highest occupied orbital energy: -10.8653 eV
* net charge: +2
* orbital gap: 5.27 eV

Record 5
2 unconnected molecules or ions with the total composition C7H14. Source: OMol25; level of theory: the ωB97M-V functional and the def2-TZVPD basis.

Atoms and positions in Å:
H: 0.8614 -0.6086 1.0670
H: 2.4063 0.2685 1.1500
C: -1.9588 0.0266 -0.1998
H: -2.5360 -0.6829 -0.7944
H: -2.1453 -1.0450 1.6618
H: 0.7922 1.7701 -0.6601
H: -0.1712 1.8416 0.8250
H: 3.2387 -0.9796 -0.8946
C: 2.2013 -1.0392 -0.5629
C: -1.1284 0.8429 -0.8513
H: -3.2262 0.3375 1.5032
H: 2.3512 -1.4507 1.5379
H: 0.2254 -1.5112 -1.1226
C: -2.2132 -0.0196 1.2796
H: -1.0777 0.7475 -1.9365
H: -0.5653 2.8953 -0.5417
C: 1.9370 -0.6831 0.8721
C: -0.2246 1.8893 -0.2665
H: 1.5128 -1.7359 -2.4388
H: -1.5117 0.5988 1.8470
C: 1.2700 -1.4518 -1.4183

Computed properties:
* lowest unoccupied orbital energy: 1.128 eV
* relative energy (zero: lowest compared OMol25 entry of this formula, charge and spin): 35.5 kcal per mole
* highest occupied orbital energy: -9.0976 eV
* SMILES: C/C=C\C.C=CC
* orbital gap: 10.23 eV

Record 6
8 unconnected molecules or ions with the total composition C29H75N2O7S at a distorted geometry. Source: OMol25; level of theory: the ωB97M-V functional and the def2-TZVPD basis.

Atoms and positions in Å:
H: 1.6808 -4.8174 0.8426
C: -0.7831 3.0231 2.0846
H: -0.0778 2.1528 1.6725
O: 3.2605 -0.9827 -7.0775
O: -0.3349 -1.7257 -2.6095
H: -1.1803 -8.5044 -1.0007
C: -0.9542 -7.7130 -1.7233
H: -0.2775 0.9072 -2.9683
H: -1.5039 2.8797 5.5053
H: 1.1844 -4.9864 -1.7423
C: 0.0856 -6.7571 -1.1604
C: -2.2179 -1.9271 1.5592
H: 5.6395 0.1776 -6.6826
H: -2.8423 -1.9266 2.4591
H: 0.8462 -6.0815 -3.0759
H: -0.5242 5.0447 2.0673
H: 3.3491 1.4638 5.2376
H: -6.7916 0.6028 -1.6561
C: 3.4693 2.1837 4.4206
H: -5.3436 1.0978 1.0917
C: 0.6060 4.2743 0.5890
H: 2.9764 -4.5308 2.9495
H: -4.3771 -0.3957 1.0746
H: 5.0347 3.4495 3.6136
H: -2.3758 2.2438 0.4523
C: -0.3269 0.3113 -3.8860
H: 0.9479 4.2586 2.7586
H: 1.6079 -7.8842 -1.6529
C: -1.3018 -0.7137 1.5441
C: -0.4139 -0.7050 0.3098
H: 2.6855 3.9162 3.9573
H: -1.8822 -7.1870 -1.9686
H: 0.7100 -2.8760 -4.7656
H: 2.0535 1.1773 3.1306
C: -5.1726 4.2458 3.0037
C: -5.8599 1.1791 -1.6327
C: -2.9139 4.2651 4.3707
H: -0.7915 -2.0828 -5.2221
H: -3.8915 2.2855 3.4662
H: -1.6374 -2.8563 1.5781
C: 0.4260 -5.6596 -2.1561
H: 0.2305 -1.5909 0.2844
H: -5.3506 -1.3364 -1.5237
H: -6.0128 3.6203 2.4681
C: 0.3229 -1.0472 -3.6763
C: -1.4656 3.4759 4.4715
H: -1.1712 4.5346 -1.0791
C: 5.0747 -0.0847 -5.7809
H: 5.3910 -1.0928 -5.4924
H: 2.7870 -3.7515 -0.0133
H: -3.8381 0.9959 -0.9185
H: -1.2653 -1.8491 -2.8609
C: 4.5289 -3.3016 2.1070
H: 0.6896 6.9939 0.2824
H: -0.6058 4.2609 4.5905
C: -1.8461 3.2337 0.8503
C: 2.7180 -4.4667 0.8140
C: 3.0907 1.5280 3.1021
H: -5.6504 5.0340 3.7620
O: 2.2129 -2.7227 2.3896
H: 1.3700 -0.9130 -3.3833
H: 3.7427 0.6765 2.8832
O: -4.5278 -0.8201 -1.5448
H: -0.5829 -8.2077 -2.6277
H: -2.5278 4.1701 1.0763
H: 3.3700 -5.3181 0.5951
H: -3.1438 4.6618 5.4729
H: -2.8725 5.2225 3.6942
H: -4.5333 4.8904 2.2313
H: -1.0120 -0.6816 -0.6065
H: 3.3379 2.0765 -5.6881
S: 1.4206 5.8377 -0.0420
C: 3.5783 -0.0502 -6.0475
H: -4.8437 3.0681 4.9273
H: 5.2351 -4.1181 1.9269
H: 5.3494 0.6110 -4.9819
C: -4.7708 0.4220 -0.8895
H: -1.3884 0.2036 -4.1359
H: -0.4606 -5.0721 -2.4144
C: 3.1218 1.3382 -6.4666
H: -0.2894 -6.3097 -0.2333
H: 0.1670 0.8653 -4.6903
H: 0.7607 -1.4090 -5.7708
O: 1.2680 -7.4834 -0.8356
H: 3.7369 -0.7159 -7.8811
H: 4.7834 -2.8213 3.0579
H: 3.1597 2.2432 2.2747
H: 5.6078 1.8765 4.2150
C: -4.1801 3.3044 3.9635
N: 0.1451 4.2170 2.0607
H: -5.5678 1.3492 -2.6745
H: 3.0367 -0.3595 -5.1469
H: -1.9029 0.2017 1.5716
C: -0.7446 3.8012 -0.2733
H: 4.6620 -2.5451 1.3256
H: 2.0450 1.3450 -6.6669
H: 1.4645 3.4453 0.5666
H: 0.2485 0.1672 0.3186
N: -1.2447 2.4342 3.3978
H: -6.0593 2.1468 -1.1621
H: -0.6409 1.6429 3.7221
H: -2.8700 -1.9403 0.6803
H: 2.3128 -2.0785 1.6692
O: 2.5856 3.2719 4.6777
H: -6.0720 -0.4518 0.6097
H: -0.3240 2.8314 -0.8015
O: -0.4860 -0.7234 2.7126
H: 3.6173 1.6508 -7.3925
C: 3.0966 -3.8110 2.1325
C: 0.2495 -1.8968 -4.9350
H: 5.1562 3.1733 5.3460
C: 4.9016 2.6930 4.3951
H: 0.0513 -1.5328 2.6967
C: -5.1650 0.1606 0.5555

Computed properties:
* lowest unoccupied orbital energy: -2.834 eV
* highest occupied orbital energy: -11.5063 eV
* net charge: +1
* orbital gap: 8.67 eV